(1)
Density functional theory data (wB97M-V/def2-TZVPD) for one molecule with the formula C5H7NO.

As for the largest force on an atom: 0.5 eV/Å. Its multiplicity is 1. As for the SMILES: CC1=C=C(N)CO1. For the energy relative to the best compared isomer or geometry (same formula, charge and spin), the calculation gives 270.2 kJ/mol.

Atoms and positions in Å:
C  -2.367963  0.533792  0.447823
C  -0.921601  0.225869  0.221605
C  0.173406  0.441997  1.044684
C  1.166259  -0.112958  0.230925
N  2.479667  -0.238544  0.515695
C  0.671600  -0.439589  -1.145944
O  -0.726722  -0.348707  -1.009400
H  -2.793498  1.019193  -0.439131
H  -2.459527  1.188029  1.313693
H  -2.953881  -0.376819  0.629538
H  2.736005  0.089968  1.434029
H  3.015108  -1.017546  0.158096
H  1.025148  0.404009  -1.756342
H  0.955999  -1.368694  -1.645271

Cartesian forces (eV/Å) of the 6 atoms listed first:
C 0.07 0.07 0.09
C -0.27 0.07 0.03
C -0.02 -0.27 -0.47
C 0.14 -0.08 0.06
N -0.13 -0.04 0.28
C 0.21 0.17 -0.11

=====

(2)
Density functional theory data (wB97M-V/def2-TZVPD) for C5H7NO as an isolated structure.

As for the largest force on an atom: 1.5 eV/Å. Its multiplicity is 1. For the energy relative to the best compared isomer or geometry (same formula, charge and spin), the calculation gives 217.8 kJ/mol.

Atoms and positions in Å:
C  2.786047  -0.504799  0.187532
C  -2.740302  0.563311  -0.167128
C  0.634055  0.416017  0.155977
C  -1.300712  0.306385  -0.076812
C  -0.374651  -0.649338  -0.184433
O  -0.354242  1.381849  0.255808
N  1.858038  0.575732  0.318841
H  -0.351802  -1.693760  -0.407259
H  2.321562  -1.458646  -0.085094
H  3.311723  -0.615403  1.136327
H  3.519507  -0.228033  -0.570227
H  -3.262063  -0.354611  -0.429322
H  -3.112123  0.935292  0.786431
H  -2.935037  1.326005  -0.920640

Cartesian forces (eV/Å) of the 6 atoms listed first:
C 0.00 -0.22 -0.05
C 0.03 0.03 -0.02
C 0.68 -1.36 -0.27
C 1.34 0.64 0.30
C 0.12 0.51 0.13
O -1.25 -0.13 -0.15

=====

What did the second record say?
Density functional theory data (wB97M-V/def2-TZVPD) for C5H7NO as an isolated structure.

As for the largest force on an atom: 1.5 eV/Å. Its multiplicity is 1. For the energy relative to the best compared isomer or geometry (same formula, charge and spin), the calculation gives 217.8 kJ/mol.

Atoms and positions in Å:
C  2.786047  -0.504799  0.187532
C  -2.740302  0.563311  -0.167128
C  0.634055  0.416017  0.155977
C  -1.300712  0.306385  -0.076812
C  -0.374651  -0.649338  -0.184433
O  -0.354242  1.381849  0.255808
N  1.858038  0.575732  0.318841
H  -0.351802  -1.693760  -0.407259
H  2.321562  -1.458646  -0.085094
H  3.311723  -0.615403  1.136327
H  3.519507  -0.228033  -0.570227
H  -3.262063  -0.354611  -0.429322
H  -3.112123  0.935292  0.786431
H  -2.935037  1.326005  -0.920640

Cartesian forces (eV/Å) of the 6 atoms listed first:
C 0.00 -0.22 -0.05
C 0.03 0.03 -0.02
C 0.68 -1.36 -0.27
C 1.34 0.64 0.30
C 0.12 0.51 0.13
O -1.25 -0.13 -0.15

=====

- Which value of multiplicity does entry 1 give?
  1